This record from the OMol25 dataset describes a structure of composition C24H41N8O8PScSe2. The level of theory is ωB97M-V/def2-TZVPD.

XYZ file:
```
85
Properties=species:S:1:pos:R:3:forces:R:3:lowdin_charge:R:1
Sc 0.29356 -0.67527 -0.45378 0.5 0.5 -0.9 0.652
C 2.69243 1.81974 0.33102 0.0 0.0 0.1 -0.174
C 1.70123 2.25618 -0.76650 0.0 0.0 0.0 -0.178
N 1.39688 1.13516 -1.65997 -0.2 -0.1 0.1 -0.172
C 2.57213 0.71887 -2.46270 0.0 0.1 0.0 -0.170
C 2.67218 -0.79145 -2.65113 0.0 -0.1 0.0 -0.214
N 2.31614 -1.54131 -1.43210 -0.1 0.0 0.0 -0.134
C 3.41757 -1.72271 -0.47687 0.0 0.0 0.0 -0.179
C 3.80952 -0.41369 0.19681 0.0 0.1 0.0 -0.168
N 2.63311 0.37710 0.58857 -0.1 -0.1 0.0 -0.070
H 2.44897 2.35963 1.24753 0.0 0.0 0.0 0.114
H 3.70945 2.11950 0.07016 0.0 0.0 0.0 0.118
H 2.11639 3.11022 -1.31178 0.0 0.0 0.0 0.128
H 0.75730 2.58807 -0.32518 0.0 0.0 0.0 0.107
H 0.64688 1.40523 -2.29118 0.0 0.0 0.0 0.044
H 3.46271 1.11042 -1.97599 0.0 0.0 0.0 0.101
H 2.53600 1.19049 -3.44682 0.0 0.0 0.0 0.137
H 3.68214 -1.04728 -2.98954 0.0 0.0 0.0 0.131
H 1.96686 -1.09819 -3.41878 0.0 0.0 0.0 0.054
H 2.00190 -2.46166 -1.72399 0.0 0.0 0.0 0.123
H 4.29945 -2.14480 -0.97125 0.0 0.0 0.0 0.129
H 3.08219 -2.44338 0.26716 0.0 0.0 0.0 0.110
H 4.43370 0.18316 -0.46695 0.0 0.0 0.0 0.109
H 4.43435 -0.64528 1.06315 0.0 0.0 0.0 0.129
H 2.42458 0.22681 1.56232 0.0 -0.1 0.0 0.100
O -4.21133 0.05688 -3.79005 0.0 0.0 0.1 -0.058
C -3.90837 -0.23481 -2.42021 -0.1 0.0 -0.1 -0.242
C -3.42168 -1.67167 -2.33574 0.1 0.0 0.1 -0.588
C -4.51673 -2.62829 -2.86575 0.0 0.0 -0.1 -0.217
O -4.71713 -2.60582 -4.26263 0.0 0.0 0.1 -0.048
C -3.23783 -2.08433 -0.87273 -0.1 0.0 -0.1 -0.518
Se -2.27250 -0.89554 0.35356 0.2 0.0 0.1 0.640
C -2.16180 -1.91325 -3.16216 0.0 0.0 0.0 -0.487
Se -0.63627 -0.71099 -2.88428 -0.1 -0.2 0.0 0.713
H -4.36889 0.99763 -3.88662 0.0 0.1 0.0 0.099
H -4.81010 -0.12772 -1.80453 0.0 0.0 0.0 0.132
H -3.14204 0.44311 -2.04225 0.0 0.0 0.0 0.065
H -5.44933 -2.40234 -2.33000 0.0 0.0 0.0 0.129
H -4.23664 -3.65535 -2.61705 0.0 0.0 0.0 0.132
H -4.82315 -1.68059 -4.51780 0.0 0.0 0.0 0.071
H -2.74630 -3.05613 -0.84391 0.0 0.0 0.0 0.068
H -4.21691 -2.20520 -0.40678 0.0 0.0 0.0 0.059
H -2.38926 -1.82717 -4.21954 0.0 0.0 0.0 0.060
H -1.81357 -2.93006 -2.98419 0.0 0.0 0.0 0.072
C -3.32542 2.72932 4.80817 0.1 -0.1 0.0 -0.108
N -2.16919 1.78753 4.46800 0.1 0.1 -0.1 -0.062
C -0.86108 2.56208 4.65731 -0.2 -0.1 0.0 -0.113
N -0.84449 3.74824 3.87779 0.0 0.0 -0.1 -0.142
C -1.99080 4.58983 4.21913 0.0 0.0 0.0 -0.157
N -3.26804 3.91080 4.02049 0.0 -0.1 -0.1 -0.147
C -3.53673 3.64932 2.59673 0.0 0.0 0.1 -0.313
P -2.27872 2.55345 1.76724 0.0 0.2 -0.2 1.035
C -2.30433 1.24027 3.06916 0.0 0.0 0.1 -0.312
C -0.79135 3.44956 2.43837 0.0 0.0 0.1 -0.323
H -3.22053 2.95950 5.86862 0.0 0.0 0.0 0.147
H -4.24520 2.17352 4.63317 0.0 0.0 0.0 0.146
H -2.15117 1.00781 5.12493 -0.1 -0.2 0.2 0.129
H -0.05738 1.88549 4.37867 0.1 0.0 -0.1 0.138
H -0.80289 2.78483 5.72215 0.0 0.0 0.0 0.148
H -1.96788 5.48705 3.60336 0.0 0.0 0.0 0.137
H -1.90806 4.88312 5.26696 0.0 0.0 0.0 0.139
H -3.58710 4.60311 2.06989 0.0 0.0 0.0 0.094
H -4.52156 3.18656 2.50447 0.0 0.0 0.0 0.095
H -1.49213 0.53602 2.89238 0.0 0.0 0.0 0.035
H -3.23910 0.68228 3.01103 0.0 0.0 0.0 0.091
H -0.66745 4.38554 1.89062 0.0 0.0 0.0 0.094
H 0.09768 2.84259 2.24463 0.0 0.0 0.0 0.073
O 0.73064 -2.32056 0.80331 0.2 -0.1 0.3 -0.076
C 0.48714 -1.63987 1.83719 -0.2 -0.1 0.2 -0.635
O 0.29079 -0.39112 1.76320 0.0 -0.1 0.6 -0.175
C 0.36206 -2.35300 3.14493 -0.1 0.1 0.0 -0.071
C 0.59983 -3.71968 3.21837 0.0 0.0 0.0 0.106
C 0.39665 -4.35977 4.42388 0.0 -0.2 0.0 -0.086
C -0.06867 -3.71807 5.55379 0.0 0.0 -0.1 0.105
C -0.31773 -2.36768 5.42379 -0.3 0.2 0.3 -0.094
C -0.09457 -1.66573 4.25812 0.0 -0.2 -0.1 0.081
N -0.89468 -1.64447 6.58468 0.5 0.0 -0.4 -0.331
O -1.32169 -0.51619 6.38114 -0.2 0.3 -0.1 0.039
O -0.87359 -2.18480 7.65288 -0.1 -0.2 0.2 0.147
N 0.67013 -5.81908 4.51523 0.1 0.1 0.0 -0.343
O 0.45978 -6.34988 5.58347 0.0 0.0 -0.1 0.107
O 1.10370 -6.35609 3.52030 -0.1 0.0 0.1 0.107
H 0.93031 -4.27489 2.35256 0.0 0.0 0.0 0.142
H -0.23972 -4.25529 6.47442 0.0 0.0 0.0 0.142
H -0.28738 -0.60882 4.19862 0.0 0.0 0.0 0.102
```
Positions in Å, forces in eV/Å.

## Properties
Highest occupied orbital energy ... -0.343 Ha
Charge ... +1
Total energy ... -214528.726 eV
Lowest unoccupied orbital energy ... -0.13460 Ha
Frontier orbital gap ... 5.7 eV